Record 1
ORCA calculation (ωB97M-V with the def2-TZVPD basis set) on 7 unconnected molecules or ions with the total composition C28H73BClFN2O29P6S in a non-equilibrium geometry.

Properties
total charge = 0
E_HOMO = -0.3260 Ha
lowest unoccupied orbital energy = -3.09 eV

Last column: Löwdin charge in e.
Atoms and positions in Å:
C -1.312704 -0.750390 -4.360941  -0.135
C -2.809444 -1.434147 -4.072091  -0.251
C -3.814217 -0.785878 -5.203658  -0.240
C -5.098685 -1.746490 -5.596413  -0.168
C -6.051987 -2.162849 -4.331187  -0.226
C -6.759906 -3.617595 -4.752193  -0.196
F -7.086924 -4.455987 -3.573124  -0.064
S -8.292818 -3.157200 -5.778069  0.876
O -8.323735 -4.108850 -7.035845  -0.356
O -9.515545 -3.559558 -4.918068  -0.328
O -8.270067 -1.545496 -6.309831  -0.234
C -8.139562 -0.573493 -5.212321  -0.312
C -7.471515 0.786045 -5.924610  -0.078
C -8.121192 2.190698 -5.385902  -0.123
O -8.737017 2.997786 -6.288159  -0.067
B -9.684425 -0.127312 -4.803282  -0.414
N -10.116803 0.481191 -3.483641  0.114
O -10.768742 -0.292629 -5.835217  0.034
C -7.216191 -1.058546 -3.949667  -0.605
N -8.025425 -1.692969 -2.797922  0.016
Cl -6.294990 0.363080 -3.106930  0.645
H -1.527017 0.405496 -4.542894  0.087
H -0.956898 -1.211598 -5.382460  0.075
H -0.560134 -0.904374 -3.473647  0.073
H -3.084454 -1.140493 -2.972484  0.101
H -2.762344 -2.605718 -4.203849  0.115
H -4.122162 0.327850 -4.934658  0.092
H -3.167846 -0.689174 -6.202320  0.121
H -4.618210 -2.757460 -6.012468  0.131
H -5.682385 -1.288106 -6.521181  0.124
H -5.353910 -2.395460 -3.401873  0.159
H -6.090800 -4.265625 -5.460375  0.157
H -7.764699 0.712775 -7.080064  0.160
H -6.286732 0.758028 -5.914926  0.112
H -8.060313 2.478794 -4.241989  0.130
H -10.418639 -0.329836 -2.882473  0.094
H -10.953117 1.106262 -3.606086  0.095
H -10.859364 -1.259610 -6.091116  0.111
H -8.310898 -0.902829 -2.144290  0.075
H -7.290208 -2.256109 -2.278059  0.091
C 2.357930 -1.009118 1.437380  -0.162
O 1.613989 -0.597796 0.308132  -0.253
P -0.028768 -0.165878 0.636213  0.746
O -0.441539 -0.789995 -0.701877  -0.278
O 0.325683 1.418373 0.364809  -0.253
C 1.167947 2.081005 1.282895  -0.126
O -1.671511 0.266150 0.964381  -0.255
C -2.563244 -0.825959 1.095707  -0.157
H 2.890850 -1.930578 1.190502  0.087
H 3.086601 -0.235921 1.690533  0.079
H 1.708138 -1.193811 2.297491  0.074
H 2.196852 2.067538 0.907124  0.090
H 1.127998 1.607199 2.269366  0.082
H 0.842401 3.121740 1.377632  0.077
H -2.147031 -1.571840 1.778683  0.082
H -2.761822 -1.278468 0.121902  0.070
H -3.507471 -0.457084 1.505320  0.085
C 4.995824 -5.126424 2.588284  -0.163
O 3.981782 -4.410332 3.264129  -0.268
P 3.028222 -5.354088 4.356322  0.741
O 1.792702 -4.541507 3.951861  -0.271
O 3.731892 -4.596627 5.637044  -0.262
C 5.098501 -4.841739 5.889375  -0.135
O 2.074757 -6.297888 5.448612  -0.248
C 1.057340 -7.072244 4.840031  -0.147
H 4.952509 -4.877925 1.525076  0.087
H 5.970511 -4.829524 2.981627  0.081
H 4.868133 -6.206174 2.706470  0.073
H 5.700020 -4.046260 5.436140  0.082
H 5.406716 -5.812986 5.488258  0.085
H 5.267356 -4.836694 6.970830  0.090
H 1.466159 -7.634180 3.995564  0.082
H 0.237987 -6.433320 4.503981  0.079
H 0.666592 -7.776531 5.579431  0.090
C 8.957930 -0.572632 5.531121  -0.171
O 8.213989 -0.161309 4.401873  -0.261
P 6.571232 0.270609 4.729954  0.735
O 6.158461 -0.353509 3.391864  -0.257
O 6.925683 1.854860 4.458550  -0.253
C 7.767947 2.517491 5.376636  -0.135
O 4.928489 0.702637 5.058122  -0.250
C 4.036756 -0.389472 5.189448  -0.141
H 9.490850 -1.494091 5.284243  0.085
H 9.686601 0.200566 5.784274  0.078
H 8.308138 -0.757325 6.391232  0.072
H 8.796852 2.504024 5.000865  0.088
H 7.727998 2.043685 6.363107  0.082
H 7.442401 3.558226 5.471373  0.093
H 4.452969 -1.135354 5.872424  0.079
H 3.838178 -0.841982 4.215643  0.070
H 3.092529 -0.020597 5.599061  0.092
C 0.417885 8.368548 -0.080322  -0.169
O 0.664828 7.363872 0.882734  -0.255
P 2.332748 6.961522 1.104086  0.743
O 1.934873 5.493426 1.295861  -0.260
O 2.318624 7.684294 2.582784  -0.255
C 2.172054 9.086686 2.639229  -0.135
O 4.000724 6.559293 1.325485  -0.255
C 4.541976 5.689595 0.347831  -0.152
H -0.387529 8.033923 -0.738634  0.087
H 0.103910 9.284063 0.425777  0.081
H 1.308068 8.571372 -0.682460  0.071
H 1.118755 9.335362 2.808792  0.089
H 2.519287 9.558156 1.713832  0.083
H 2.763027 9.473035 3.475631  0.090
H 4.292880 6.048572 -0.654724  0.081
H 4.165391 4.674054 0.486944  0.077
H 5.629503 5.674120 0.459472  0.087
C 1.649149 -12.792861 2.982150  -0.167
O 2.203288 -11.567138 3.416161  -0.262
P 3.879669 -11.634677 3.838092  0.736
O 3.614427 -10.644586 4.978160  -0.263
O 4.260757 -10.764481 2.493965  -0.261
C 4.078889 -11.370253 1.232484  -0.134
O 5.556111 -11.702253 4.259902  -0.254
C 5.829364 -12.227497 5.546209  -0.153
H 0.703185 -12.955359 3.504441  0.088
H 1.456184 -12.741435 1.908370  0.080
H 2.319917 -13.630652 3.192649  0.074
H 3.109254 -11.069077 0.821227  0.090
H 4.126184 -12.461747 1.307424  0.083
H 4.868604 -11.028237 0.556126  0.093
H 5.288437 -13.166728 5.692061  0.081
H 5.550733 -11.509979 6.320823  0.081
H 6.902852 -12.420370 5.622630  0.088
C -3.912157 11.636379 -3.812540  -0.167
O -2.841479 11.536666 -2.895185  -0.256
P -1.266331 11.546809 -3.610479  0.740
O -0.802307 10.530696 -2.560440  -0.261
O -0.994003 13.053931 -3.007513  -0.254
C -1.744226 14.128308 -3.531201  -0.134
O 0.308823 11.557080 -4.325834  -0.253
C 0.725433 10.320026 -4.874714  -0.152
H -4.656249 10.874315 -3.568357  0.088
H -4.373137 12.622481 -3.723196  0.079
H -3.571930 11.484424 -4.840786  0.073
H -2.605919 14.319987 -2.882528  0.090
H -2.087537 13.912198 -4.548377  0.083
H -1.115530 15.024033 -3.553584  0.092
H -0.059475 9.909250 -5.515972  0.082
H 0.970607 9.611185 -4.081034  0.077
H 1.622419 10.490503 -5.476186  0.088

Atomic forces in eV per Å
C -1.2 0.0 -0.4
C 0.7 0.9 -0.4
C 0.4 -0.1 -0.6
C 0.9 -0.3 -0.4
C 0.2 -0.8 -0.7
C 1.4 0.7 1.3
F 0.4 2.3 -3.1
S -5.5 -6.6 -2.2
O 1.3 4.6 4.0
O 4.1 2.9 -2.3
O 1.2 -2.5 1.9
C 0.4 2.3 1.1
C -0.4 -0.2 -1.5
C -2.3 3.1 -4.4
O 3.9 -5.0 5.8
B -2.9 -0.4 -0.7
N -0.2 -0.7 -1.2
O 2.4 -1.2 2.1
C 0.4 -1.7 1.4
N 1.9 1.3 -0.4
Cl -0.5 -0.6 -1.1
H 0.7 -2.4 0.5
H -0.3 1.0 2.1
H -1.5 0.3 -1.9
H 0.2 -0.7 -2.1
H -0.1 2.3 0.4
H 0.5 -2.5 -0.4
H -1.4 -0.3 2.1
H -1.0 2.1 0.9
H 1.0 -1.0 2.1
H -1.6 0.7 -1.8
H -1.4 1.3 1.4
H 0.4 0.3 2.6
H -2.6 0.2 0.5
H -0.1 -0.6 -2.3
H 0.5 1.1 -0.6
H 1.0 -1.1 0.0
H 0.5 1.7 0.2
H 0.4 -1.3 -1.2
H -1.5 0.8 -0.6
C 1.0 -0.3 0.5
O -1.4 -0.3 3.0
P -1.1 2.6 -10.1
O 0.1 -0.7 1.5
O -1.0 -0.9 1.1
C 0.5 0.6 0.3
O 1.8 -0.4 2.9
C -0.4 -0.3 0.1
H -0.1 0.0 0.2
H 0.1 -0.1 0.2
H 0.3 -0.2 0.1
H -0.1 0.0 0.2
H 0.2 0.2 0.0
H 0.1 -0.2 0.0
H -0.3 -0.1 -0.1
H 0.2 0.0 0.1
H 0.2 0.1 0.1
C 0.8 0.0 -0.6
O 0.5 -3.3 0.3
P -5.6 8.3 2.6
O 0.8 -1.4 -0.7
O -0.2 -1.4 -0.1
C 0.5 0.1 0.1
O 2.9 -1.6 -1.1
C -0.6 -0.4 -0.2
H 0.1 -0.1 0.1
H 0.1 -0.1 -0.1
H 0.3 0.0 -0.2
H 0.0 -0.1 0.0
H 0.2 0.1 0.2
H -0.1 -0.1 -0.2
H -0.3 -0.1 0.1
H 0.2 0.0 -0.1
H 0.3 0.1 0.0
C 0.8 -0.2 0.3
O -1.2 -0.3 3.1
P -1.7 2.4 -10.0
O 0.3 -0.7 1.6
O -0.8 -0.6 1.1
C 0.4 0.3 0.1
O 2.0 -0.3 2.9
C -0.6 -0.5 0.0
H 0.0 0.0 0.1
H 0.1 -0.1 0.2
H 0.3 -0.1 0.1
H -0.1 0.0 0.2
H 0.1 0.2 0.1
H 0.0 -0.2 0.0
H -0.3 -0.1 -0.1
H 0.2 0.0 0.1
H 0.2 0.1 0.1
C -0.8 0.7 -0.5
O 2.5 1.3 -1.7
P -2.7 -6.9 7.3
O 0.4 1.0 -1.4
O 1.1 0.1 -1.1
C -0.2 0.5 0.2
O -0.4 3.0 -1.9
C 0.3 -0.4 -0.4
H 0.1 0.2 0.0
H 0.0 0.1 -0.2
H -0.3 0.2 -0.2
H 0.1 0.1 -0.1
H -0.1 0.2 0.2
H 0.0 -0.1 -0.2
H 0.2 -0.3 0.0
H -0.1 0.2 0.0
H -0.1 0.2 0.0
C -0.8 -0.5 -0.4
O 1.7 -2.9 -0.1
P 0.0 10.2 2.2
O -0.1 -1.8 -0.2
O 0.7 -1.2 0.6
C -0.2 0.0 -0.6
O -1.1 -2.9 -1.7
C 0.3 -0.2 0.6
H 0.1 -0.1 -0.1
H 0.0 -0.2 0.0
H -0.3 -0.2 -0.1
H 0.1 -0.1 0.0
H 0.0 0.1 -0.3
H -0.1 -0.1 0.2
H 0.2 0.1 0.2
H -0.1 -0.1 -0.1
H -0.1 0.0 -0.2
C -1.0 0.1 -0.1
O 0.4 0.1 -3.3
P 4.4 -0.6 9.4
O -0.8 -0.2 -1.6
O 0.3 -0.6 -1.4
C -0.4 0.5 0.0
O -2.5 0.9 -2.3
C 0.3 -0.5 -0.3
H 0.0 0.1 -0.1
H -0.1 0.0 -0.2
H -0.4 0.0 0.0
H 0.0 0.0 -0.2
H -0.1 0.3 0.0
H -0.1 -0.2 0.0
H 0.3 -0.2 0.0
H -0.2 0.1 0.0
H -0.2 0.2 0.0



Record 2
ORCA calculation (ωB97M-V with the def2-TZVPD basis set) on a molecular structure, C4H6IrLiO2 in a non-equilibrium geometry.

Properties
relative energy (zero: lowest compared OMol25 entry of this formula, charge and spin) = 42.1 kcal per mole
total charge = +3
E_HOMO (spin up / spin down) = -0.8170 / -0.8753 Ha
2S+1 = 6
lowest unoccupied orbital energy (spin up / spin down) = -14.31 / -16.56 eV

Last column: Mulliken spin population.
Atoms and positions in Å:
O 1.222708 0.605028 0.587594  0.213
C 0.703966 0.785283 1.769717  1.066
C -0.665609 0.732662 2.033199  0.494
Li 2.893034 0.764351 1.428423  0.000
Ir 0.500026 -0.409608 -0.753741  2.628
H -0.952945 0.615981 3.081153  0.031
H -1.239258 1.301569 1.282153  0.048
C -2.417924 -1.173141 1.005698  0.047
C -1.058675 -1.522244 1.035623  0.343
O -3.136384 -0.861005 -0.062666  0.079
H -2.877586 -0.939377 1.971169  0.008
H -0.477312 -1.837816 1.906203  0.001
H -0.907354 -2.467093 0.491329  0.045
H -3.884534 -0.293979 0.159244  -0.004

Atomic forces in eV per Å
O 2.3 3.6 4.5
C -1.3 -1.4 -1.5
C 1.1 1.9 0.6
Li 1.7 0.3 0.3
Ir -3.0 -3.3 -3.3
H -0.4 0.0 -0.3
H -0.3 -0.6 0.3
C -2.1 2.2 -0.2
C 0.9 -2.0 -1.5
O 3.0 -1.1 1.6
H -0.3 -0.2 -0.1
H -0.9 0.8 0.7
H 0.2 0.1 -1.3
H -1.1 -0.2 0.1



Record 3
ORCA calculation (ωB97M-V with the def2-TZVPD basis set) on a molecular structure, C21H36N2OS2SiV.

Properties
relative energy (zero: lowest compared OMol25 entry of this formula, charge and spin) = 0.0 kcal per mole
total charge = +1
E_HOMO (spin up / spin down) = -0.4395 / -0.4395 Ha
lowest unoccupied orbital energy (spin up / spin down) = -4.07 / -4.08 eV

Last column: natural (NBO) charge in e.
Atoms and positions in Å:
V 0.142701 -0.110126 -0.272473  0.557
C 4.389043 1.091048 -1.775130  -0.620
C 4.568433 -0.198418 -0.989164  -0.213
N 3.914980 -0.150894 0.326100  -0.342
C 4.592629 0.629211 1.378860  -0.219
C 3.899537 1.951212 1.675547  -0.618
C 2.769995 -0.732249 0.598613  0.394
S 1.870743 -1.580517 -0.679106  -0.088
N 2.356098 -0.742968 1.874744  -0.579
C 1.127641 -0.688935 2.300388  0.647
O 0.105152 -0.370695 1.545853  -0.693
C 0.854012 -0.962901 3.718946  -0.095
C -0.445918 -0.830336 4.207173  -0.164
C -0.713409 -1.093722 5.539261  -0.213
C 0.312753 -1.493002 6.384968  -0.158
C 1.608547 -1.626735 5.901009  -0.213
C 1.882239 -1.361136 4.572054  -0.156
H 4.881717 0.997110 -2.742223  0.236
H 4.830518 1.941650 -1.256133  0.214
H 3.330570 1.292257 -1.944175  0.219
H 5.624727 -0.394518 -0.803516  0.216
H 4.170382 -1.040548 -1.544812  0.231
H 5.608831 0.801987 1.029575  0.216
H 4.636796 0.013755 2.276163  0.232
H 3.831128 2.572830 0.783289  0.215
H 4.470282 2.493898 2.428461  0.235
H 2.893983 1.790641 2.062783  0.217
H -1.238003 -0.515649 3.542181  0.222
H -1.720663 -0.987633 5.918682  0.227
H 0.101856 -1.699452 7.425954  0.228
H 2.404665 -1.938253 6.563352  0.229
H 2.885678 -1.460624 4.183280  0.231
C -2.879336 0.941500 0.232162  -1.228
Si -2.113085 0.348032 -1.368836  1.792
C -2.510107 -1.493445 -1.641668  -0.564
C -1.823031 -2.274865 -0.511795  -0.607
C -4.024878 -1.721200 -1.535692  -0.613
C -1.985705 -2.018635 -2.983522  -0.607
C -2.364481 1.553240 -2.804166  -0.564
C -3.755207 1.265332 -3.399229  -0.612
C -2.359685 2.992597 -2.278701  -0.610
C -1.301541 1.401344 -3.899882  -0.610
H -3.944387 1.124847 0.053603  0.266
H -2.433742 1.878033 0.566663  0.265
H -2.807089 0.209506 1.037739  0.253
H -2.079897 -1.904342 0.483734  0.224
H -0.726637 -2.293447 -0.615838  0.185
H -2.116523 -3.328470 -0.548085  0.247
H -4.421665 -1.385620 -0.575179  0.215
H -4.236623 -2.791421 -1.623102  0.224
H -4.573268 -1.211837 -2.327103  0.223
H -0.909021 -1.857699 -3.097312  0.206
H -2.485438 -1.549405 -3.829921  0.220
H -2.165444 -3.095588 -3.053138  0.223
H -4.548314 1.323691 -2.648657  0.212
H -3.806725 0.288305 -3.879235  0.211
H -3.976941 2.016686 -4.162110  0.230
H -3.153579 3.164352 -1.549237  0.213
H -2.526833 3.677549 -3.114889  0.224
H -1.408820 3.264283 -1.819992  0.218
H -1.264177 0.389490 -4.305438  0.212
H -0.307746 1.661959 -3.535912  0.216
H -1.538733 2.076818 -4.727025  0.222
S 0.601017 1.752142 -0.768717  -0.078

Atomic forces in eV per Å
V 0.1 -0.6 0.3
C 0.0 0.0 0.0
C 0.0 0.1 -0.1
N 0.0 -0.1 0.0
C 0.0 0.1 0.1
C 0.0 0.0 0.0
C -0.1 0.2 -0.1
S -0.1 0.1 0.0
N -0.1 0.0 0.0
C 0.4 0.0 0.0
O -0.1 0.0 0.0
C -0.2 0.0 0.0
C 0.0 0.0 0.0
C 0.0 0.0 0.0
C 0.0 0.0 0.0
C 0.0 0.0 0.0
C 0.0 0.0 0.0
H 0.0 0.0 0.0
H 0.0 0.0 0.0
H 0.0 0.0 0.0
H 0.0 0.0 0.0
H 0.0 0.0 0.0
H 0.0 0.0 0.0
H 0.0 0.0 0.0
H 0.0 0.0 0.0
H 0.0 0.0 0.0
H 0.0 0.0 0.0
H 0.0 0.0 0.0
H 0.0 0.0 0.0
H 0.0 0.0 0.0
H 0.0 0.0 0.0
H 0.0 0.0 0.0
C -0.1 0.0 0.0
Si 0.1 0.2 0.0
C 0.1 0.0 -0.1
C 0.0 0.0 0.0
C 0.0 0.0 0.0
C -0.1 0.0 0.1
C 0.0 0.0 0.0
C 0.0 0.0 0.0
C 0.0 0.0 0.0
C -0.1 0.0 0.0
H 0.0 0.0 0.0
H 0.0 0.0 0.0
H 0.0 0.0 0.0
H 0.0 0.0 0.0
H 0.0 0.0 0.0
H 0.0 0.0 0.0
H 0.0 0.0 0.0
H 0.0 0.0 0.0
H 0.0 0.0 0.0
H 0.0 0.0 0.0
H 0.0 0.0 0.0
H 0.0 0.0 0.0
H 0.0 0.0 0.0
H 0.0 0.0 0.0
H 0.0 0.0 0.0
H 0.0 0.0 0.0
H 0.0 0.0 0.0
H 0.0 0.0 0.0
H 0.0 0.0 0.0
H 0.0 0.0 0.0
H 0.0 0.0 0.0
S 0.0 0.2 -0.2



Record 4
ORCA calculation (ωB97M-V with the def2-TZVPD basis set) on 2 unconnected molecules or ions with the total composition C3H6N4S in a non-equilibrium geometry.

Properties
relative energy (zero: lowest compared OMol25 entry of this formula, charge and spin) = 69.1 kcal per mole
total charge = 0
E_HOMO = -0.3033 Ha
lowest unoccupied orbital energy = 0.63 eV

Last column: natural (NBO) charge in e.
Atoms and positions in Å:
H -1.120227 -1.475601 3.868161  0.296
N -1.459108 -0.932320 3.016834  -0.292
N -0.524465 -0.834308 2.268944  -0.347
H -0.507592 -0.258505 1.357129  0.339
N 1.690444 -0.075191 0.281415  -0.820
C 1.054965 0.322223 -0.832676  0.253
N 0.021529 -0.336877 -1.266653  -0.531
C -0.661102 0.236736 -2.335038  -0.039
C -0.002537 1.343661 -2.797068  -0.504
S 1.322621 1.764658 -1.887864  0.354
H 2.504897 0.473334 0.499759  0.401
H 1.569108 -1.070735 0.404948  0.424
H -1.381083 -0.361302 -2.825612  0.217
H 0.019301 1.864669 -3.784982  0.248

Atomic forces in eV per Å
H -0.4 0.3 -1.0
N -1.6 0.5 1.0
N 3.8 -0.1 -1.5
H -1.8 -0.7 1.5
N 0.5 0.8 0.0
C -2.0 0.9 -2.5
N -0.9 -0.2 0.5
C 3.0 0.4 0.4
C -1.2 0.1 -2.2
S 1.5 -0.6 2.2
H 0.3 -0.8 0.4
H 0.6 0.1 0.6
H -0.8 -0.1 -0.3
H -0.9 -0.5 1.0



no.,total energy (Eh)
1,-6432.5375
2,-416.7678
3,-3036.2516
4,-735.0356